1.
Density functional theory data (the ωB97M-V functional and the def2-TZVPD basis) for a structure of composition C10H12CeClNO4.

Atoms and positions in Å:
Cl: 0.21772 3.09403 -0.62032
C: -2.02370 -0.23347 -1.90575
C: -1.17352 -1.36962 -1.69851
C: 0.10149 -1.08878 -2.30360
H: -1.44664 -2.30352 -1.20568
C: 0.03981 0.22563 -2.88840
C: -1.28235 0.75046 -2.63678
H: -1.60603 1.74066 -2.95191
H: -3.06213 -0.13741 -1.59574
H: 0.97215 -1.74507 -2.37974
C: 1.12347 0.88273 -3.68214
Ce: -0.14318 0.53661 -0.43182
C: 2.60852 1.18242 -0.26335
O: 3.50958 1.69448 0.22431
C: -1.68663 2.15618 1.40866
O: -1.82199 2.79311 2.35428
H: 2.11682 0.66238 -3.27202
H: 1.01150 1.97222 -3.69261
H: 1.11490 0.53537 -4.72363
N: -0.54203 -1.59901 3.94075
C: 0.79361 -1.16717 3.44051
C: 0.48958 -0.54209 2.11110
O: 1.23444 0.36089 1.60160
O: -0.61644 -0.87600 1.55073
H: -1.04373 -0.79176 4.34307
H: -0.47836 -2.29470 4.68416
H: -1.09899 -1.96213 3.14196
H: 1.24014 -0.44147 4.11203
H: 1.45199 -2.03495 3.33885

As for the net charge: +2. For the LUMO energy (alpha / beta), the calculation gives -8.8 / -8.8 eV. The value obtained for the HOMO energy (alpha / beta) is -16.48 / -16.48 eV. The calculation puts the HOMO-LUMO gap (alpha / beta) at 7.69 / 7.69 eV.

Atom charges from the Löwdin analysis, given in e for atoms 1 to 2: Cl 0.277; C -0.121

2.
Density functional theory data (the ωB97M-V functional and the def2-TZVPD basis) for a structure of composition C10H12ClNPV.

Atoms and positions in Å:
C: -0.61874 -1.24224 -1.96804
C: -0.47477 -0.32272 -3.00329
C: 0.27956 0.86127 -2.93813
C: 1.23699 1.14214 -1.93354
C: 1.91557 0.18281 -1.16948
V: 0.42392 -0.69070 -0.53552
P: 1.57449 -2.61111 -0.06363
H: -1.32173 -2.07174 -2.05060
H: -1.00980 -0.48006 -3.95043
H: 0.14841 1.59406 -3.74078
H: 2.91298 0.33808 -0.76598
H: 1.59114 2.18116 -1.91078
H: 2.85217 -2.44756 0.56995
H: 1.95173 -3.53794 -1.09722
H: 0.97793 -3.55196 0.83420
Cl: -2.69726 3.34018 1.42310
C: -1.74359 1.96271 1.77333
C: -1.47671 1.58749 3.09186
C: -0.78151 0.39635 3.30790
C: -0.31521 -0.34876 2.22766
N: -0.51761 0.06929 0.94419
C: -1.25275 1.20363 0.70352
H: -1.83116 2.20943 3.90659
H: -0.59329 0.03792 4.31838
H: 0.21075 -1.29818 2.35270
H: -1.44153 1.49645 -0.32594

As for the multiplicity: 3. For the energy above the lowest of the compared OMol25 structures with the same formula, charge and spin, the calculation gives 0.113 eV. As for the net charge: 0. For the LUMO energy (alpha / beta), the calculation gives -0.8 / -0.7 eV. The value obtained for the HOMO energy (alpha / beta) is -6.13 / -6.13 eV. The calculation puts the HOMO-LUMO gap (alpha / beta) at 5.38 / 5.39 eV.

Atom charges from the natural (NBO) analysis, given in e for atoms 1 to 2: C -0.577; C -0.223

3.
Density functional theory data (the ωB97M-V functional and the def2-TZVPD basis) for a structure of composition C10H12CrN2O6.

Atoms and positions in Å:
O: -0.00400 3.27174 -0.18226
C: -0.00419 2.13736 -0.01312
Cr: 0.00002 -0.13370 -0.03466
O: 0.00029 -0.00352 -3.05574
C: 0.00005 -0.02774 -1.88745
C: 0.00294 -1.98554 0.00026
O: 0.00389 -3.13117 -0.11170
C: -1.89095 -0.02803 0.12177
O: -3.05760 -0.00280 0.16338
C: 1.89095 -0.02653 0.12183
O: 3.05768 -0.00642 0.16442
C: 0.10292 2.40508 3.16476
N: 0.05444 1.21297 3.99791
C: 0.06212 1.44963 5.43292
C: 0.00108 0.01014 3.36228
O: 0.00067 -0.00778 2.08954
N: -0.05248 -1.18469 4.01180
C: -0.06309 -1.48522 5.43638
C: -0.10207 -2.38303 3.18820
H: 0.15201 3.27215 3.83104
H: -0.80166 2.49805 2.54852
H: 0.99795 2.41003 2.52784
H: -0.86617 1.09804 5.89960
H: 0.95595 1.02048 5.90190
H: 0.10797 2.52916 5.57919
H: -0.97572 -2.05707 5.66647
H: 0.79937 -2.13062 5.66588
H: -0.02674 -0.61095 6.08311
H: -0.99270 -2.39809 2.55060
H: 0.79568 -2.48560 2.56904
H: -0.15009 -3.24384 3.86022

As for the multiplicity: 5. As for the net charge: +2. For the LUMO energy (alpha / beta), the calculation gives -8.5 / -10.9 eV. The value obtained for the HOMO energy (alpha / beta) is -15.67 / -15.59 eV. The calculation puts the HOMO-LUMO gap (alpha / beta) at 7.13 / 4.65 eV.

Atom charges from the natural (NBO) analysis, given in e for atoms 1 to 2: O -0.326; C 0.540

4.
Density functional theory data (the ωB97M-V functional and the def2-TZVPD basis) for a structure of composition C10H12CuN2O4S.

Atoms and positions in Å:
Cu: 0.00000 0.00000 0.00000
C: -0.00160 0.91640 1.62940
O: -0.00230 1.48290 2.63590
C: -0.00370 1.70790 -0.83810
O: -0.00600 2.75740 -1.31510
C: -1.90470 -0.01520 -0.01940
O: -3.05780 -0.01320 -0.01110
C: 1.90470 -0.00720 -0.01960
O: 3.05770 -0.00040 -0.01130
C: 0.00340 -1.68840 -1.59280
H: 0.92460 -2.24520 -1.46160
H: -0.91560 -2.24900 -1.46190
C: 0.00100 -0.48350 -2.27020
H: -0.91990 -0.08320 -2.67950
H: 0.92020 -0.07920 -2.67920
S: 0.00240 -2.09900 1.16520
C: -0.00460 -1.72450 2.76210
N: -1.23710 -1.53740 3.45210
C: -1.25100 -1.31310 4.88560
C: -0.03760 -0.47980 5.30720
C: 1.23780 -1.22210 4.87970
N: 1.22250 -1.52360 3.45850
H: -2.11690 -1.47250 2.91970
H: -1.18550 -2.29540 5.40110
H: -2.20440 -0.82930 5.18900
H: -0.03550 -0.33290 6.40870
H: -0.08100 0.51890 4.83480
H: 1.29210 -2.18210 5.43690
H: 2.14260 -0.63030 5.13760
H: 2.11020 -1.51320 2.93480

As for the multiplicity: 2. For the energy above the lowest of the compared OMol25 structures with the same formula, charge and spin, the calculation gives 2.620 eV. As for the net charge: +2. For the LUMO energy (alpha / beta), the calculation gives -7.9 / -10.3 eV. The value obtained for the HOMO energy (alpha / beta) is -16.77 / -16.82 eV. The calculation puts the HOMO-LUMO gap (alpha / beta) at 8.86 / 6.54 eV.

Atom charges from the natural (NBO) analysis, given in e for atoms 1 to 2: Cu 0.852; C 0.432

5.
Density functional theory data (the ωB97M-V functional and the def2-TZVPD basis) for an isolated molecule of C10H12F2N2.

Atoms and positions in Å:
C: -3.23158 1.56434 0.58489
C: -2.72824 0.28403 0.79708
C: -2.39035 2.52217 -0.09428
C: -1.58643 -0.15624 0.11834
C: -1.29025 2.06426 -0.81476
C: -0.90557 0.63870 -0.82689
C: 0.77361 -0.87817 -1.43804
C: 2.31395 -0.64722 -1.12110
C: 2.63048 1.34945 0.39393
C: 2.12906 -0.74231 1.41970
N: 0.13697 0.37205 -1.59499
N: 2.46628 -0.01566 0.20336
F: 1.94205 1.88885 1.41105
F: 2.58341 2.12792 -0.71989
H: -4.10961 2.00612 1.03833
H: -3.10674 -0.46709 1.38032
H: -2.50000 3.59107 -0.22531
H: -1.29843 -1.20781 0.41183
H: -0.54866 2.54722 -1.43664
H: 0.84003 -1.56987 -2.26137
H: 0.43469 -1.60743 -0.72590
H: 2.83718 -1.51613 -1.06821
H: 2.82256 0.12214 -1.71327
H: 3.10223 -0.71997 1.89094
H: 1.24706 -0.20114 1.93780
H: 1.77787 -1.82395 1.32671

For the energy above the lowest of the compared OMol25 structures with the same formula, charge and spin, the calculation gives 3.456 eV. As for the net charge: 0. For the LUMO energy (alpha / beta), the calculation gives 0.7 / -1.4 eV. The value obtained for the HOMO energy (alpha / beta) is -8.05 / -6.84 eV. The calculation puts the HOMO-LUMO gap (alpha / beta) at 8.80 / 5.49 eV.

Atom charges from the natural (NBO) analysis, given in e for atoms 1 to 2: C -0.168; C -0.225

6.
Density functional theory data (the ωB97M-V functional and the def2-TZVPD basis) for a structure of composition C10H12F6N4O6S2Zn.

Atoms and positions in Å:
Zn: -0.04461 -0.02384 0.24411
C: -3.71287 -0.12502 -2.37081
F: -3.67925 -1.40389 -2.80155
F: -2.82016 0.57376 -3.08807
F: -4.93322 0.36508 -2.60741
S: -3.30563 -0.03920 -0.57682
O: -3.83908 1.22178 -0.14422
O: -3.86883 -1.23312 -0.01645
O: -1.84045 -0.07368 -0.63991
C: 1.68489 2.27041 -3.22703
F: 1.07493 1.45711 -4.08613
F: 2.73689 2.81687 -3.84692
F: 0.83599 3.25613 -2.90575
S: 2.22904 1.34185 -1.76686
O: 2.84347 2.31063 -0.88607
O: 0.93356 0.84505 -1.27332
O: 3.08615 0.31852 -2.29812
C: 0.40367 -4.51893 -1.06201
C: 0.39016 -3.08634 -0.88629
N: 0.35871 -1.95448 -0.78356
H: 1.39030 -4.92088 -0.81667
H: 0.21296 -4.79852 -2.09754
H: -0.32942 -5.01615 -0.43186
C: -0.88014 4.23730 2.05550
C: -0.65358 2.90557 1.53729
N: -0.51648 1.88297 1.07297
H: 0.06740 4.66769 2.37127
H: -1.49506 4.13499 2.95143
H: -1.35393 4.83441 1.28636
C: 4.33937 1.02961 1.52914
C: 3.01834 0.46785 1.31825
N: 1.98504 0.02077 1.15167
H: 4.29477 1.88113 2.20175
H: 4.71355 1.33790 0.55311
H: 4.98106 0.27302 1.97903
C: -1.49936 -3.27813 3.32914
C: -1.17033 -2.12678 2.49866
N: -0.91576 -1.21452 1.86351
H: -0.56829 -3.71347 3.69281
H: -2.10088 -3.98936 2.77473
H: -2.05290 -2.93410 4.20268

For the energy above the lowest of the compared OMol25 structures with the same formula, charge and spin, the calculation gives 0.000 eV. As for the net charge: 0. For the LUMO energy, the calculation gives -0.2 eV. The value obtained for the HOMO energy is -9.47 eV. The calculation puts the HOMO-LUMO gap at 9.26 eV.

Atom charges from the natural (NBO) analysis, given in e for atoms 1 to 2: Zn 1.696; C 0.692

In order of appearance, maximum force = 4.95 4.06 10.39 8.21 4.75 1.41 eV/Å.